The following is a DFT calculation (ωB97M-V with the def2-TZVPD basis set) of a molecular structure, C25H47F3HgN7O11RbS in a non-equilibrium geometry.

Atoms and positions in Å:
Hg1 -5.0374 5.9177 1.7107
Rb1 0.4169 6.8555 4.4878
C1 -0.4777 1.2634 -0.4164
F1 -0.6057 2.1123 -1.4472
F2 -1.1402 0.1777 -0.8219
F3 0.8203 0.9206 -0.0919
S1 -1.2546 1.9588 1.2273
O1 -2.4583 2.7824 0.8664
O2 -1.5711 0.6840 2.0078
O3 -0.1819 2.7643 1.9687
C2 5.4615 5.0363 1.1080
O4 4.9934 5.7191 2.0638
N1 5.9906 3.8041 1.2372
C3 6.1023 2.8981 0.1285
C4 6.3265 3.3029 2.5864
H1 5.4666 5.3309 0.0471
H2 5.6194 3.3785 -0.7224
H3 5.4034 2.0989 0.3752
H4 7.0885 2.5141 -0.1325
H5 5.5160 2.7446 3.0549
H6 7.1871 2.6343 2.6038
H7 6.5755 4.1722 3.1951
C5 -5.8750 4.5667 -3.4846
O5 -5.4775 4.9738 -2.2935
N2 -5.8534 3.3543 -3.9121
C6 -5.7745 2.1752 -3.0200
C7 -6.2784 3.1426 -5.2857
H8 -6.2866 5.2380 -4.2541
H9 -5.6266 2.4301 -1.9706
H10 -4.9615 1.5711 -3.4228
H11 -6.6171 1.4886 -3.1022
H12 -6.0539 2.2854 -5.9204
H13 -7.3268 3.4071 -5.4237
H14 -5.7901 3.8445 -5.9618
C8 4.9770 3.6296 -6.3325
O6 5.9076 3.9513 -7.0336
N3 4.1734 2.5671 -6.6088
C9 2.8693 2.5377 -5.9472
C10 4.5285 1.8472 -7.8380
H15 4.6419 4.2551 -5.4907
H16 2.2347 1.7556 -6.3639
H17 2.3619 3.4465 -6.2709
H18 2.8785 2.4439 -4.8612
H19 5.5086 2.0259 -8.2801
H20 4.4474 0.7983 -7.5528
H21 3.6971 1.9284 -8.5382
C11 -2.3469 -3.3114 -5.8542
O7 -3.3405 -3.1284 -5.1353
N4 -1.1317 -3.6863 -5.5729
C12 -0.1481 -3.7604 -6.6561
C13 -0.6832 -3.9350 -4.2498
H22 -2.3291 -2.9137 -6.8808
H23 0.4690 -4.6280 -6.4224
H24 0.6250 -2.9975 -6.7475
H25 -0.4771 -3.9670 -7.6745
H26 -0.2623 -3.0407 -3.7903
H27 -1.4177 -4.2735 -3.5190
H28 -0.0586 -4.8126 -4.0831
C14 0.4495 0.2109 9.3539
O8 0.9457 -0.0164 10.4894
N5 0.2566 1.3814 8.6759
C15 -0.6400 1.3098 7.5317
C16 0.5991 2.6978 9.1707
H29 -0.0859 -0.5934 8.8261
H30 -0.0314 1.3278 6.6276
H31 -1.2226 2.2310 7.5407
H32 -1.3116 0.4750 7.3318
H33 -0.1911 3.1987 9.7300
H34 1.4430 2.6290 9.8572
H35 0.8811 3.2963 8.3044
C17 -6.0197 -5.5741 4.2850
O9 -6.7788 -6.4113 4.7397
N6 -6.4178 -4.4095 3.8500
C18 -5.4610 -3.3823 3.4390
C19 -7.8239 -4.0027 3.8421
H36 -4.9385 -5.7326 4.1505
H37 -5.8031 -2.5094 2.8829
H38 -4.7231 -3.8638 2.7973
H39 -4.9477 -3.0268 4.3323
H40 -8.5681 -4.7763 3.6529
H41 -8.0395 -3.5268 4.7987
H42 -7.9960 -3.2602 3.0628
C20 4.0577 -2.6730 2.2854
C21 2.7306 -3.0606 2.0564
C22 2.4328 -4.2958 1.4288
C23 3.4470 -5.1734 1.0814
C24 4.7875 -4.7433 1.3676
C25 5.0911 -3.5392 1.9907
N7 3.0990 -6.5323 0.6046
O10 1.9483 -6.8033 0.2217
O11 4.0346 -7.4015 0.6172
H43 4.2642 -1.7563 2.8177
H44 2.0169 -2.3269 2.4006
H45 1.4473 -4.5675 1.0803
H46 5.4793 -5.5664 1.2654
H47 6.1443 -3.5125 2.2287

Cartesian forces (eV/Å) of the 3 atoms listed first:
0.0185 -0.1185 -0.1590
0.1431 -0.0673 -0.1270
-0.0765 -0.2931 0.5418

The charge is +2. The calculation puts the gap between HOMO and LUMO at 1.165 eV. Its multiplicity is 1.

Charges computed using Mulliken, reported in e: number 1, Hg, carries 0.28; number 2, Rb, carries 0.99; number 3, C, carries 0.61; number 4, F, carries -0.20; number 5, F, carries -0.21; number 6, F, carries -0.18; number 7, S, carries 1.07; number 8, O, carries -0.50; number 9, O, carries -0.52; number 10, O, carries -0.55; number 11, C, carries 0.13; number 12, O, carries -0.65; number 13, N, carries 0.13; number 14, C, carries -0.88; number 15, C, carries -0.88; number 16, H, carries 0.32; number 17, H, carries 0.29; number 18, H, carries 0.35; number 19, H, carries 0.28; number 20, H, carries 0.29; number 21, H, carries 0.34; number 22, H, carries 0.30; number 23, C, carries 0.08; number 24, O, carries -0.57; number 25, N, carries 0.17; number 26, C, carries -0.88; number 27, C, carries -1.07; number 28, H, carries 0.36; number 29, H, carries 0.33; number 30, H, carries 0.34; number 31, H, carries 0.35; number 32, H, carries 0.34; number 33, H, carries 0.41; number 34, H, carries 0.41; number 35, C, carries 0.05; number 36, O, carries -0.50; number 37, N, carries 0.07; number 38, C, carries -0.95; number 39, C, carries -0.87; number 40, H, carries 0.39; number 41, H, carries 0.35; number 42, H, carries 0.39; number 43, H, carries 0.31; number 44, H, carries 0.32; number 45, H, carries 0.34; number 46, H, carries 0.35; number 47, C, carries 0.14; number 48, O, carries -0.55; number 49, N, carries 0.16; number 50, C, carries -0.94; number 51, C, carries -1.05; number 52, H, carries 0.31; number 53, H, carries 0.33; number 54, H, carries 0.33; number 55, H, carries 0.39; number 56, H, carries 0.35; number 57, H, carries 0.33; number 58, H, carries 0.37; number 59, C, carries 0.16; number 60, O, carries -0.53; number 61, N, carries 0.12; number 62, C, carries -1.00; number 63, C, carries -0.90; number 64, H, carries 0.27; number 65, H, carries 0.36; number 66, H, carries 0.33; number 67, H, carries 0.34; number 68, H, carries 0.33; number 69, H, carries 0.33; number 70, H, carries 0.33; number 71, C, carries 0.15; number 72, O, carries -0.49; number 73, N, carries 0.12; number 74, C, carries -0.89; number 75, C, carries -0.83; number 76, H, carries 0.32; number 77, H, carries 0.31; number 78, H, carries 0.33; number 79, H, carries 0.35; number 80, H, carries 0.33; number 81, H, carries 0.35; number 82, H, carries 0.32; number 83, C, carries -0.38; number 84, C, carries -0.51; number 85, C, carries -0.20; number 86, C, carries -0.03; number 87, C, carries -0.26; number 88, C, carries -0.43; number 89, N, carries 0.85; number 90, O, carries -0.55; number 91, O, carries -0.53; number 92, H, carries 0.40; number 93, H, carries 0.42; number 94, H, carries 0.43; number 95, H, carries 0.42; number 96, H, carries 0.36